(1)
A molecular structure, C6H14BrHfO3. Source: OMol25; level of theory: ωB97M-V/def2-TZVPD.

```
25
C6H14BrHfO3, DFT ωB97M-V/def2-TZVPD
Hf -3.19278 -1.33526 3.13512
Br -2.50078 -4.84029 4.87165
C 2.03529 2.61789 -1.11569
O 1.22025 2.12305 -0.05569
C -0.10437 2.63091 0.03338
C -1.19428 1.58289 -0.45465
O -1.20388 0.37763 0.23154
C -0.22789 -0.35551 -0.67273
C 0.65275 -1.23589 0.18458
O -0.32440 -2.03536 0.84627
C -0.06117 -3.37706 0.33877
H 2.28709 3.67563 -1.19241
H 1.41455 2.50416 -2.00441
H 2.90993 2.06188 -1.45324
H -0.23981 3.58610 -0.47395
H -0.26987 2.80882 1.09596
H -1.30878 1.56218 -1.53842
H -2.06273 2.12550 -0.08120
H 0.49830 0.09628 -1.34848
H -0.82762 -0.92498 -1.38276
H 1.33170 -0.69960 0.84753
H 1.41056 -1.62015 -0.49818
H -0.13319 -3.41944 -0.74803
H -0.89310 -4.00911 0.64942
H 0.78423 -3.90027 0.78562
```

Values from the calculation:
Charge: +3
HOMO level, hartree: -0.6969
LUMO level, Ha: -0.613
2S+1: 1
Gap between HOMO and LUMO, eV: 2.286
ΔE to the lowest compared entry with this formula, charge and spin, kJ/mol: 888.1

Population analysis type natural (NBO), resulting atomic charges in e: number 1, Hf, carries 1.4448; number 2, Br, carries 0.1178; number 3, C, carries -0.3104; number 4, O, carries -0.2582; number 5, C, carries -0.0698; number 6, C, carries -0.0934; number 7, O, carries -0.3467; number 8, C, carries -0.1215; number 9, C, carries -0.1202; number 10, O, carries -0.4534; number 11, C, carries -0.3005; number 12, H, carries 0.2880; number 13, H, carries 0.2402; number 14, H, carries 0.2673; number 15, H, carries 0.2669; number 16, H, carries 0.2603; number 17, H, carries 0.2573; number 18, H, carries 0.2602; number 19, H, carries 0.2365; number 20, H, carries 0.2537; number 21, H, carries 0.2439; number 22, H, carries 0.2537; number 23, H, carries 0.2262; number 24, H, carries 0.2095; number 25, H, carries 0.2477

***

(2)
3 unconnected molecules or ions with the total composition C6H14BrN2O2. Source: OMol25; level of theory: ωB97M-V/def2-TZVPD.

```
25
C6H14BrN2O2, DFT ωB97M-V/def2-TZVPD
Br 12.76121 23.54879 11.97470
C 12.79863 27.13154 7.96519
O 12.73014 27.96254 8.92806
N 12.96955 27.52100 6.67422
C 12.78488 26.57272 5.61908
C 12.76075 28.94834 6.31007
H 12.64531 26.05475 8.13616
H 12.79070 25.52102 5.90542
H 13.62379 26.67097 4.93010
H 11.90675 26.78050 5.00768
H 13.40783 29.17128 5.46173
H 11.72949 29.25708 6.13890
H 13.07486 29.50364 7.19385
C 13.24034 17.70950 16.52904
O 13.33222 18.33808 17.58832
N 12.60094 18.20901 15.45534
C 12.41254 17.39801 14.34866
C 11.85843 19.44686 15.38776
H 13.84120 16.81506 16.30287
H 13.20712 16.65471 14.28350
H 12.41711 17.98104 13.42771
H 11.45270 16.88316 14.30695
H 12.23199 19.96511 14.50461
H 10.78553 19.45561 15.19560
H 12.00062 20.17490 16.18640
```

Values from the calculation:
Charge: -1
HOMO level, hartree: -0.1262
LUMO level, Ha: 0.097
2S+1: 1
Gap between HOMO and LUMO, eV: 6.067
ΔE to the lowest compared entry with this formula, charge and spin, kJ/mol: 245.3

Population analysis type natural (NBO), resulting atomic charges in e: number 1, Br, carries -0.9991; number 2, C, carries 0.5128; number 3, O, carries -0.6254; number 4, N, carries -0.4334; number 5, C, carries -0.4069; number 6, C, carries -0.4268; number 7, H, carries 0.1557; number 8, H, carries 0.2222; number 9, H, carries 0.1855; number 10, H, carries 0.1829; number 11, H, carries 0.1923; number 12, H, carries 0.1932; number 13, H, carries 0.2476; number 14, C, carries 0.5236; number 15, O, carries -0.6289; number 16, N, carries -0.4228; number 17, C, carries -0.3972; number 18, C, carries -0.4428; number 19, H, carries 0.1104; number 20, H, carries 0.1975; number 21, H, carries 0.2117; number 22, H, carries 0.1759; number 23, H, carries 0.2286; number 24, H, carries 0.2005; number 25, H, carries 0.2431

***

(3)
A molecular structure, C6H14CeClI2NO3P. Source: OMol25; level of theory: ωB97M-V/def2-TZVPD.

```
29
C6H14CeClI2NO3P, DFT ωB97M-V/def2-TZVPD
I 2.06604 -3.58379 -1.36094
I -0.90764 -3.24985 -0.50378
Ce 0.59350 -0.94210 0.44259
P -0.07841 0.50509 -2.17659
C -1.57570 0.74507 -3.18656
C 0.82978 2.04997 -2.65524
H 1.85359 -0.81747 -2.88479
H 0.83035 -0.26834 -4.29372
H 0.33485 -1.66588 -3.22207
C 0.83345 -0.68758 -3.27520
H 1.84542 2.01066 -2.23391
H 0.85805 2.10263 -3.75784
H -1.28326 0.99647 -4.21257
H -2.16745 1.55429 -2.75378
H 0.28957 2.91433 -2.23685
H -2.16689 -0.17125 -3.17467
C -1.95144 -0.10553 -0.04148
O -3.09358 0.01167 -0.10110
Cl 2.87877 -0.05350 -0.18792
N -0.86443 -0.74424 5.12577
C 0.21680 0.13458 4.62842
C 0.19476 -0.07299 3.15129
O 0.57460 0.79424 2.30661
O -0.30196 -1.20153 2.77586
H -1.76294 -0.30238 4.93425
H -0.81109 -0.99767 6.11425
H -0.85075 -1.58446 4.50516
H 0.03106 1.15638 4.84475
H 1.16604 -0.16829 5.06506
```

Values from the calculation:
Charge: +3
HOMO level (spin up / spin down), hartree: -0.7241 / -0.7240
LUMO level (spin up / spin down), Ha: -0.514 / -0.512
2S+1: 1
Gap between HOMO and LUMO (spin up / spin down), eV: 5.722 / 5.780
ΔE to the lowest compared entry with this formula, charge and spin, kJ/mol: 0.0

Population analysis type natural (NBO), resulting atomic charges in e: number 1, I, carries 0.5336; number 2, I, carries 0.3975; number 3, Ce, carries 0.9590; number 4, P, carries 0.9532; number 5, C, carries -0.9242; number 6, C, carries -0.8911; number 7, H, carries 0.2538; number 8, H, carries 0.2884; number 9, H, carries 0.2355; number 10, C, carries -0.9050; number 11, H, carries 0.2661; number 12, H, carries 0.2788; number 13, H, carries 0.2907; number 14, H, carries 0.2697; number 15, H, carries 0.2710; number 16, H, carries 0.2539; number 17, C, carries 0.5555; number 18, O, carries -0.3212; number 19, Cl, carries -0.1800; number 20, N, carries -0.6672; number 21, C, carries -0.3388; number 22, C, carries 0.7792; number 23, O, carries -0.5932; number 24, O, carries -0.7387; number 25, H, carries 0.4504; number 26, H, carries 0.4751; number 27, H, carries 0.4723; number 28, H, carries 0.2847; number 29, H, carries 0.2914